No. 1
The following is a DFT calculation (ωB97M-V with the def2-TZVPD basis set) of an isolated molecule of C3H4O3.

CARTESIAN COORDINATES (ANGSTROEM)
O  1.92  -0.97  0.01
C  1.57  0.15  -0.25
C  0.23  0.67  0.03
O  -0.08  1.82  -0.03
C  -0.85  -0.34  0.55
O  -1.67  -0.72  -0.50
H  2.19  0.92  -0.78
H  -0.36  -1.23  1.02
H  -1.48  0.10  1.30
H  -1.46  -0.40  -1.36

## Properties
- Kohn-Sham gap (eV) = 8.9295
- molar mass (g/mol) = 88.06
- SMILES = O=CC(=O)CO
- LUMO level (eV) = -1.15
- energy above the lowest of the compared OMol25 structures with the same formula, charge and spin (kcal/mol) = 49.88

No. 2
The following is a DFT calculation (ωB97M-V with the def2-TZVPD basis set) of a structure of composition C32H38AsBiI2N2OP.

CARTESIAN COORDINATES (ANGSTROEM)
Bi  0.10  -0.08  0.73
I  -0.34  -3.45  1.46
C  0.92  -1.83  1.86
I  1.75  1.83  1.84
H  1.90  -2.04  1.46
H  0.94  -1.63  2.92
C  -0.03  0.13  -4.69
C  1.25  0.68  -5.35
As  1.04  2.56  -5.76
C  -0.28  2.82  -7.00
C  -1.37  3.69  -6.73
C  -2.37  3.78  -7.67
C  -2.27  3.08  -8.88
C  -1.19  2.24  -9.15
C  -0.18  2.11  -8.22
C  1.11  3.78  -4.45
C  1.58  3.40  -3.17
C  1.66  4.37  -2.19
C  1.37  5.70  -2.51
C  0.95  6.09  -3.79
C  0.84  5.14  -4.78
P  -0.03  0.24  -2.83
C  0.93  -1.25  -2.42
C  2.08  -1.06  -1.64
C  2.90  -2.13  -1.31
C  2.59  -3.40  -1.76
C  1.45  -3.61  -2.53
C  0.62  -2.54  -2.86
C  -1.78  -0.20  -2.51
C  -2.77  0.64  -3.02
C  -4.11  0.41  -2.75
C  -4.48  -0.65  -1.93
C  -3.51  -1.48  -1.40
C  -2.16  -1.26  -1.69
H  -0.04  -0.92  -4.98
H  -0.95  0.56  -5.10
H  1.43  0.23  -6.32
H  2.16  0.56  -4.75
H  -1.44  4.23  -5.80
H  -3.23  4.40  -7.48
H  -3.04  3.20  -9.63
H  -1.13  1.71  -10.09
H  0.68  1.48  -8.44
H  1.86  2.38  -2.95
H  2.00  4.10  -1.20
H  1.50  6.46  -1.75
H  0.74  7.13  -4.01
H  0.56  5.44  -5.78
H  2.36  -0.05  -1.33
H  3.80  -1.97  -0.72
H  3.24  -4.23  -1.53
H  1.20  -4.60  -2.87
H  -0.28  -2.72  -3.44
H  -2.50  1.50  -3.63
H  -4.87  1.06  -3.17
H  -5.53  -0.82  -1.70
H  -3.79  -2.31  -0.76
H  -1.43  -1.96  -1.31
C  -0.55  0.03  4.71
N  -1.20  1.22  4.17
C  -1.10  2.42  5.02
C  -1.76  1.21  2.96
O  -1.49  0.23  2.16
N  -2.60  2.16  2.56
C  -3.59  2.79  3.45
C  -2.89  2.32  1.14
H  -0.82  -0.07  5.76
H  0.54  0.12  4.63
H  -0.89  -0.86  4.18
H  -0.10  2.45  5.43
H  -1.82  2.39  5.84
H  -1.26  3.31  4.42
H  -3.52  2.37  4.45
H  -4.58  2.57  3.06
H  -3.46  3.87  3.49
H  -2.03  2.04  0.53
H  -3.10  3.37  0.95
H  -3.75  1.72  0.83

## Properties
- Kohn-Sham gap (eV) = 3.3559
- molar mass (g/mol) = 1035.35
- LUMO level (eV) = -11.97
- charge = +3
- energy above the lowest of the compared OMol25 structures with the same formula, charge and spin (kcal/mol) = 23.95

No. 3
The following is a DFT calculation (ωB97M-V with the def2-TZVPD basis set) of a structure of composition C38H37Cl5CrN6O2Si.

CARTESIAN COORDINATES (ANGSTROEM)
Cr  1.09  1.31  0.29
C  -1.10  3.56  3.09
C  -0.39  3.42  1.78
O  0.55  2.60  1.65
N  -0.71  4.25  0.79
C  0.05  4.32  -0.45
C  -0.33  3.32  -1.51
C  -1.01  3.74  -2.64
C  -1.21  2.86  -3.69
C  -0.70  1.58  -3.58
C  -0.06  1.22  -2.41
N  0.11  2.06  -1.38
H  -0.94  2.66  3.68
H  -2.16  3.73  2.94
H  -0.69  4.41  3.62
H  -1.48  4.89  0.93
H  1.11  4.19  -0.20
H  -0.07  5.32  -0.85
H  -1.35  4.76  -2.71
H  -1.72  3.17  -4.59
H  -0.81  0.85  -4.37
H  0.33  0.22  -2.27
Cl  2.66  0.53  2.14
C  3.67  1.45  1.03
C  2.97  1.95  -0.04
C  3.70  2.68  -0.96
Cl  2.91  3.34  -2.36
C  5.07  2.87  -0.81
Cl  5.96  3.77  -1.98
C  5.74  2.32  0.29
Cl  7.43  2.52  0.46
C  5.03  1.58  1.24
Cl  5.80  0.86  2.59
C  -2.56  0.29  -0.40
N  -2.51  1.36  0.62
C  -2.54  0.70  1.94
N  -3.70  -0.14  2.13
C  -3.70  -1.16  1.08
N  -3.72  -0.57  -0.26
C  -4.92  0.27  -0.37
N  -4.94  1.33  0.64
C  -3.75  2.14  0.49
C  -4.90  0.69  1.96
H  -1.65  -0.31  -0.31
H  -2.59  0.76  -1.38
H  -2.54  1.48  2.71
H  -1.64  0.10  2.05
H  -4.58  -1.80  1.20
H  -2.80  -1.78  1.19
H  -5.81  -0.35  -0.25
H  -4.94  0.73  -1.36
H  -3.75  2.93  1.25
H  -3.76  2.62  -0.50
H  -5.78  0.07  2.08
H  -4.91  1.46  2.73
O  0.96  -0.34  -0.28
Si  1.14  -2.00  -0.19
C  0.59  -2.66  -1.84
C  -0.75  -2.56  -2.25
C  -1.16  -3.06  -3.48
C  -0.24  -3.68  -4.32
C  1.08  -3.79  -3.93
C  1.49  -3.29  -2.70
C  0.03  -2.65  1.16
C  -0.72  -3.81  0.94
C  -1.55  -4.32  1.93
C  -1.66  -3.68  3.15
C  -0.92  -2.53  3.39
C  -0.08  -2.03  2.40
C  2.94  -2.35  0.11
C  3.35  -3.41  0.92
C  4.70  -3.66  1.15
C  5.66  -2.85  0.56
C  5.27  -1.79  -0.26
C  3.92  -1.56  -0.48
H  -1.49  -2.11  -1.61
H  -2.20  -2.98  -3.77
H  -0.57  -4.08  -5.27
H  1.79  -4.28  -4.58
H  2.53  -3.39  -2.41
H  -0.66  -4.32  -0.01
H  -2.12  -5.22  1.73
H  -2.31  -4.07  3.91
H  -0.99  -2.03  4.34
H  0.50  -1.14  2.62
H  2.61  -4.04  1.41
H  5.00  -4.48  1.78
H  6.71  -3.03  0.74
H  6.01  -1.17  -0.72
H  3.63  -0.73  -1.12

## Properties
- Kohn-Sham gap (alpha / beta) (eV) = 7.7468 / 8.0692
- ⟨S²⟩ = 0.77
- molar mass (g/mol) = 867.10
- LUMO level (alpha / beta) (eV) = -3.34 / -3.02
- charge = +1
- spin multiplicity = 2
- energy above the lowest of the compared OMol25 structures with the same formula, charge and spin (kcal/mol) = 0.00

No. 4
The following is a DFT calculation (ωB97M-V with the def2-TZVPD basis set) of a structure of composition C18H21GeI2IrN3OS.

CARTESIAN COORDINATES (ANGSTROEM)
Ir  0.01  0.16  0.05
I  -0.55  5.28  5.64
C  -0.31  4.25  3.83
C  -0.77  4.81  2.65
C  -0.61  4.10  1.48
I  -1.32  4.93  -0.30
C  -0.01  2.82  1.40
O  0.06  2.24  0.25
C  0.48  2.30  2.64
C  1.26  1.02  2.72
N  0.48  -0.12  2.22
C  1.15  -1.42  2.27
C  0.44  -2.38  1.34
C  0.38  -3.73  1.61
C  -0.32  -4.58  0.77
C  -0.98  -4.02  -0.31
C  -0.90  -2.66  -0.52
N  -0.17  -1.84  0.25
C  0.31  3.02  3.82
H  -1.24  5.78  2.64
H  1.57  0.85  3.76
H  2.16  1.09  2.11
H  -0.40  -0.15  2.72
H  1.16  -1.85  3.28
H  2.18  -1.28  1.95
H  0.88  -4.11  2.50
H  -0.37  -5.64  0.97
H  -1.57  -4.63  -0.99
H  -1.42  -2.17  -1.32
H  0.68  2.59  4.74
S  4.86  0.09  0.60
C  3.27  0.13  0.22
N  2.13  0.16  -0.04
C  -0.03  -2.08  -3.42
Ge  -0.90  -0.32  -3.25
C  0.29  0.92  -4.20
C  -2.61  -0.41  -4.24
C  -1.03  0.43  -1.46
H  0.33  -2.18  -4.45
H  -0.70  -2.92  -3.22
H  0.82  -2.14  -2.75
H  0.40  0.64  -5.25
H  1.27  0.91  -3.71
H  -0.09  1.94  -4.15
H  -2.44  -0.66  -5.29
H  -3.12  0.55  -4.19
H  -3.27  -1.17  -3.81
H  -1.41  1.46  -1.55

## Properties
- Kohn-Sham gap (alpha / beta) (eV) = 6.2961 / 6.2926
- molar mass (g/mol) = 846.09
- LUMO level (alpha / beta) (eV) = 2.26 / 2.26
- charge = -1
- energy above the lowest of the compared OMol25 structures with the same formula, charge and spin (kcal/mol) = 0.00

No. 5
The following is a DFT calculation (ωB97M-V with the def2-TZVPD basis set) of a structure of composition C35H26Cl5NO4P2Ti.

CARTESIAN COORDINATES (ANGSTROEM)
Ti  -1.38  1.11  -0.91
Cl  -4.73  -0.87  -1.43
C  -4.77  0.85  -1.12
C  -3.55  1.49  -0.98
C  -3.65  2.85  -0.71
Cl  -2.11  3.70  -0.44
C  -4.83  3.57  -0.61
Cl  -4.84  5.26  -0.30
C  -6.03  2.87  -0.78
Cl  -7.53  3.71  -0.68
C  -6.00  1.50  -1.03
Cl  -7.48  0.64  -1.22
O  -1.46  0.57  1.20
P  -0.45  -0.35  1.79
C  0.46  -1.28  0.51
P  1.50  -0.16  -0.49
O  0.87  1.20  -0.63
C  3.06  -0.04  0.40
C  3.79  -1.18  0.75
C  4.99  -1.05  1.42
C  5.48  0.22  1.74
C  4.76  1.35  1.38
C  3.55  1.22  0.71
C  1.85  -0.94  -2.06
C  1.96  -2.32  -2.22
C  2.27  -2.85  -3.46
C  2.47  -2.01  -4.55
C  2.36  -0.63  -4.39
C  2.05  -0.09  -3.15
C  -1.23  -1.57  2.85
C  -0.59  -2.72  3.31
C  -1.25  -3.60  4.14
C  -2.56  -3.34  4.52
C  -3.21  -2.20  4.06
C  -2.55  -1.32  3.22
C  0.77  0.56  2.75
C  0.71  1.95  2.71
C  1.63  2.70  3.42
C  2.61  2.07  4.17
C  2.67  0.69  4.21
C  1.75  -0.07  3.51
H  -0.29  -1.75  -0.14
H  1.08  -2.05  0.98
H  3.44  -2.17  0.49
H  5.56  -1.93  1.70
H  6.42  0.32  2.26
H  5.14  2.33  1.62
H  2.97  2.09  0.43
H  1.78  -2.99  -1.38
H  2.35  -3.92  -3.59
H  2.71  -2.42  -5.52
H  2.50  0.03  -5.24
H  1.93  0.98  -3.03
H  0.43  -2.94  3.01
H  -0.75  -4.49  4.49
H  -3.09  -4.03  5.17
H  -4.24  -2.01  4.34
H  -3.05  -0.44  2.84
H  -0.06  2.43  2.12
H  1.57  3.78  3.39
H  3.33  2.66  4.72
H  3.44  0.20  4.80
H  1.81  -1.15  3.56
O  -1.08  -0.65  -2.15
C  -1.22  0.07  -3.19
C  -1.52  -0.46  -4.56
C  -1.70  0.83  -5.36
C  -1.45  1.94  -4.34
O  -1.48  3.12  -4.58
N  -1.16  1.39  -3.09
H  -2.41  -1.10  -4.53
H  -0.68  -1.08  -4.89
H  -2.70  0.96  -5.76
H  -1.00  0.94  -6.19

## Properties
- Kohn-Sham gap (alpha / beta) (eV) = 4.8546 / 4.8558
- molar mass (g/mol) = 811.68
- LUMO level (alpha / beta) (eV) = -0.07 / -0.07

No. 6
The following is a DFT calculation (ωB97M-V with the def2-TZVPD basis set) of an isolated molecule of C15H20N2O2.

CARTESIAN COORDINATES (ANGSTROEM)
O  1.92  -2.39  -4.28
C  2.04  -1.16  -4.17
C  2.64  -0.22  -5.20
N  2.82  1.01  -4.50
C  2.22  0.93  -3.25
O  2.00  1.88  -2.51
C  1.72  -0.39  -3.00
C  1.01  -0.91  -1.94
N  0.78  -0.11  -0.83
C  -0.48  -0.12  -0.13
C  -1.68  0.28  -1.02
C  -2.97  0.25  -0.17
C  -3.16  -1.12  0.44
C  -1.95  -1.53  1.35
C  -1.81  -0.49  2.48
C  -1.67  0.92  1.84
C  -2.89  1.27  0.94
C  -0.41  0.94  0.97
C  -0.69  -1.55  0.45
H  2.00  -0.19  -6.06
H  3.61  -0.61  -5.52
H  2.68  1.85  -4.99
H  0.63  -1.93  -2.01
H  1.25  0.79  -0.94
H  -1.77  -0.44  -1.84
H  -1.61  1.31  -1.47
H  -3.83  0.48  -0.79
H  -3.29  -1.88  -0.33
H  -4.09  -1.09  1.11
H  -2.14  -2.53  1.81
H  -0.96  -0.72  3.09
H  -2.68  -0.50  3.11
H  -1.57  1.63  2.65
H  -2.74  2.29  0.53
H  -3.82  1.27  1.56
H  -0.26  1.94  0.55
H  0.47  0.76  1.61
H  0.12  -1.88  1.10
H  -0.83  -2.26  -0.39

## Properties
- Kohn-Sham gap (eV) = 8.7489
- molar mass (g/mol) = 260.34
- SMILES = O=C1CNC(=O)/C1=C\N[C@]12C[C@H]3C[C@H](C[C@H](C3)C1)C2
- LUMO level (eV) = 0.10
- energy above the lowest of the compared OMol25 structures with the same formula, charge and spin (kcal/mol) = 8.09

No. 7
The following is a DFT calculation (ωB97M-V with the def2-TZVPD basis set) of a structure of composition C4H8N2.

CARTESIAN COORDINATES (ANGSTROEM)
C  -1.62  -0.07  -0.57
C  0.37  1.16  0.39
C  1.54  0.47  -0.33
C  0.34  -1.21  0.41
H  -1.41  0.41  -1.29
H  -2.32  0.39  0.19
H  -1.63  -1.35  -0.86
H  0.73  1.48  1.75
H  -0.21  2.08  -0.28
H  2.57  0.84  -1.17
H  0.68  -1.41  1.26
H  -0.02  -2.02  0.32
N  -0.61  -0.02  0.52
N  1.61  -0.75  -0.33

## Properties
- Kohn-Sham gap (eV) = 9.8696
- molar mass (g/mol) = 84.12
- LUMO level (eV) = 0.82
- energy above the lowest of the compared OMol25 structures with the same formula, charge and spin (kcal/mol) = 196.04

No. 8
The following is a DFT calculation (ωB97M-V with the def2-TZVPD basis set) of an isolated molecule of C5H11NO.

CARTESIAN COORDINATES (ANGSTROEM)
C  -2.15  0.29  -1.03
C  -1.56  -0.37  0.24
N  -0.05  -0.13  0.46
C  0.60  0.19  1.75
C  0.76  -0.22  -0.66
C  2.28  -0.04  -0.59
O  0.28  -0.44  -1.76
H  -2.90  1.07  -0.85
H  -2.59  -0.43  -1.73
H  -1.29  0.67  -1.57
H  -1.72  -1.45  0.17
H  -2.09  -0.01  1.13
H  0.36  -0.51  2.55
H  1.69  0.15  1.64
H  0.38  1.21  2.10
H  2.63  -0.24  -1.60
H  2.78  -0.74  0.09
H  2.59  0.98  -0.32

## Properties
- Kohn-Sham gap (eV) = 10.0817
- molar mass (g/mol) = 101.15
- SMILES = CCN(C)C(C)=O
- LUMO level (eV) = 0.90
- energy above the lowest of the compared OMol25 structures with the same formula, charge and spin (kcal/mol) = 25.37

No. 9
The following is a DFT calculation (ωB97M-V with the def2-TZVPD basis set) of a structure of composition C20H46GaOP4.

CARTESIAN COORDINATES (ANGSTROEM)
Ga  -0.28  -0.36  0.23
P  -1.52  -0.69  2.23
P  -1.74  -2.79  -0.65
P  -2.21  0.83  -1.03
H  5.85  5.10  -1.84
C  5.04  5.81  -1.59
C  4.74  6.16  -0.33
H  5.32  5.82  0.54
C  -0.48  -1.32  3.58
C  -3.07  -1.64  2.40
C  -1.96  0.99  2.78
C  -1.27  -3.12  -2.39
C  -1.27  -4.38  0.13
C  -3.56  -2.99  -0.75
C  -1.92  2.63  -0.86
C  -4.00  0.68  -0.70
C  -2.11  0.56  -2.84
H  4.50  6.25  -2.44
H  3.91  6.84  -0.13
H  0.53  -0.90  3.53
H  -0.41  -2.42  3.53
H  -0.93  -1.04  4.54
H  -2.90  -2.71  2.22
H  -3.84  -1.29  1.70
H  -3.45  -1.52  3.42
H  -1.08  1.65  2.74
H  -2.31  0.93  3.82
H  -2.76  1.43  2.16
H  -1.73  -4.06  -2.72
H  -0.17  -3.19  -2.47
H  -1.61  -2.30  -3.03
H  -1.98  -5.15  -0.22
H  -1.36  -4.30  1.22
H  -0.25  -4.67  -0.14
H  -3.83  -3.37  -1.75
H  -4.04  -2.02  -0.59
H  -3.89  -3.70  0.02
H  -2.81  3.17  -1.22
H  -1.04  2.94  -1.44
H  -1.74  2.89  0.19
H  -4.48  1.65  -0.90
H  -4.19  0.42  0.36
H  -4.46  -0.08  -1.35
H  -2.49  1.47  -3.34
H  -2.72  -0.31  -3.15
H  -1.07  0.39  -3.14
C  1.48  2.04  -0.03
C  1.98  1.62  -1.27
C  2.56  2.56  -2.11
C  2.68  3.89  -1.70
C  2.36  4.25  -0.39
C  1.78  3.33  0.47
O  0.71  1.28  0.73
H  0.26  -0.62  -1.24
H  1.84  0.61  -1.63
H  2.90  2.25  -3.10
H  3.13  4.61  -2.39
H  2.59  5.25  -0.03
H  1.46  3.57  1.48
C  1.73  -3.57  1.91
P  1.64  -2.14  0.76
C  3.01  -1.10  1.37
C  2.34  -2.86  -0.78
H  1.45  -3.26  2.92
H  2.76  -3.94  1.92
H  1.06  -4.38  1.59
H  3.86  -1.73  1.68
H  3.32  -0.41  0.58
H  2.66  -0.51  2.22
H  1.73  -3.69  -1.13
H  2.36  -2.09  -1.56
H  3.37  -3.21  -0.58

## Properties
- Kohn-Sham gap (alpha / beta) (eV) = 3.8836 / 4.9680
- molar mass (g/mol) = 496.21
- LUMO level (alpha / beta) (eV) = -12.60 / -11.34
- charge = +3

No. 10
The following is a DFT calculation (ωB97M-V with the def2-TZVPD basis set) of a cluster of 2 separate species, C3H8O2S2 in total.

CARTESIAN COORDINATES (ANGSTROEM)
O  -0.51  -1.44  2.41
C  -1.32  -0.64  2.00
C  -1.47  -0.38  0.52
C  -0.12  -0.19  -0.20
S  0.43  -1.66  -1.21
S  0.51  -0.86  -3.09
H  -1.74  0.11  2.69
H  -2.06  0.50  0.28
H  -2.06  -1.28  0.29
H  0.68  -0.06  0.52
H  -0.18  0.57  -0.97
H  -0.80  -1.01  -3.44
O  1.22  5.88  3.56
H  1.58  6.77  3.37
H  0.50  6.08  4.13

## Properties
- Kohn-Sham gap (eV) = 9.7231
- molar mass (g/mol) = 140.23
- SMILES = O=CCCSS.O
- LUMO level (eV) = 0.60
- energy above the lowest of the compared OMol25 structures with the same formula, charge and spin (kcal/mol) = 36.52